No. 1
A 2-piece molecular cluster, C5H4NO2S overall in a non-equilibrium geometry. Source: the OMol25 dataset; level of theory: ωB97M-V/def2-TZVPD.

Each line ends with the Löwdin charge.
CARTESIAN COORDINATES (ANGSTROEM)
S  -0.9176  -1.3381  3.4683  0.357
O  -0.5973  -2.1509  2.2065  -0.812
O  0.2723  -2.3308  -1.2127  -0.125
N  0.1854  -1.1495  -0.7688  -0.277
C  -0.0174  1.5236  0.0491  -0.115
C  -0.2344  0.4625  0.9204  -0.137
C  0.4422  -0.1192  -1.6199  -0.065
C  0.3322  1.2015  -1.2541  -0.111
C  -0.1424  -0.8315  0.4950  -0.020
H  -0.0964  2.5543  0.3613  0.084
H  -0.4938  0.6261  1.9631  0.020
H  0.5231  1.9672  -1.9949  0.090
H  0.7441  -0.4153  -2.6132  0.113

Atoms 1-3, force components in eV/Å:
S -0.17 0.69 0.73
O 0.40 -0.02 -1.55
O 0.05 -1.09 -0.21

The orbital gap (alpha / beta) comes out at 6.5 / 6.5 eV. Its total charge is -1.


No. 2
C40H33IN4O5PV as an isolated structure. Source: the OMol25 dataset; level of theory: ωB97M-V/def2-TZVPD.

Each line ends with the Löwdin charge.
CARTESIAN COORDINATES (ANGSTROEM)
I  -1.7636  -0.9303  -1.3037  1.153
V  -1.2112  -1.1346  2.0221  0.914
P  0.9838  1.0455  -1.3882  1.050
O  -3.1756  -0.7810  2.0707  -0.233
O  0.6241  -2.3317  5.2380  0.046
O  -0.1682  2.4963  4.1002  -0.017
O  -0.9383  -2.1521  3.6510  -0.149
O  -5.2918  -1.3866  2.3595  0.018
N  -0.4802  0.4052  3.2034  -0.064
N  -1.7722  1.2965  1.1058  -0.023
N  -1.6271  -3.0396  1.0409  -0.040
N  0.6480  -1.7020  1.2787  -0.015
C  -4.2016  -1.0770  2.8144  -0.672
C  4.9409  0.7250  -2.5947  -0.089
C  -2.7948  -3.6573  0.8998  -0.123
C  4.9796  -0.6001  -3.0064  -0.097
C  1.9229  -5.0220  0.1643  -0.028
C  0.1545  1.6163  -2.9367  -0.319
C  -1.8361  2.5571  -4.0031  -0.171
C  -2.2140  0.8533  -2.3098  -0.613
C  0.7282  -3.0185  0.8865  -0.170
C  -0.0093  -1.6634  4.4462  -0.606
C  -0.4965  -5.0788  0.3472  -0.161
C  3.0285  -1.5397  1.0769  -0.077
C  1.5423  4.9723  0.9685  -0.090
C  -3.9529  -0.9911  4.3064  0.001
C  2.2267  3.8144  1.3168  -0.076
C  0.7641  -5.7059  0.0604  -0.035
C  -1.2745  2.3261  2.0111  -0.161
C  -3.5575  1.1138  -2.3776  -0.169
C  -3.2325  2.7856  -4.0534  -0.045
C  1.3310  2.6768  -0.6267  -0.371
C  -1.7315  -5.6965  0.2223  -0.025
C  0.2137  -0.1640  4.3425  -0.145
C  0.6525  3.8455  -0.9653  -0.087
C  2.6051  0.4945  -2.0311  -0.383
C  2.6611  -0.8407  -2.4320  -0.103
C  0.9195  2.2758  -3.8650  -0.089
C  -0.9938  3.2379  -4.9150  -0.041
C  0.7617  4.9844  -0.1751  -0.088
C  2.1193  2.6822  0.5296  -0.114
C  -0.6055  1.7307  3.2308  -0.564
C  3.7580  1.2716  -2.1155  -0.101
C  1.8018  -1.0031  1.3672  -0.155
C  0.3557  3.0601  -4.8865  -0.070
C  -0.4772  -3.7272  0.7706  -0.180
C  -2.8947  -4.9838  0.4978  -0.056
C  3.8359  -1.3828  -2.9270  -0.086
C  3.1202  -2.8848  0.6656  -0.043
C  1.9592  -3.6373  0.5707  -0.161
C  -4.0731  2.1142  -3.2219  -0.077
C  -1.2773  1.6486  -3.0533  -0.202
H  -3.8693  -5.4415  0.4088  0.097
H  2.0003  2.2455  -3.7731  0.100
H  -3.2386  -1.7696  4.5819  0.073
H  -0.5193  2.9325  1.5109  0.090
H  3.9138  -0.9251  1.1700  0.099
H  3.7336  2.3053  -1.7927  0.102
H  -1.8209  1.6397  0.1541  0.028
H  -3.4803  -0.0375  4.5475  0.081
H  -2.0433  3.0172  2.3724  0.120
H  0.0138  3.8728  -1.8390  0.097
H  -3.6721  -3.0584  1.1205  0.106
H  5.9028  -1.0248  -3.3804  0.096
H  2.8667  -5.5067  -0.0583  0.107
H  1.6000  5.8493  1.5994  0.101
H  3.8637  -2.4225  -3.2271  0.102
H  -1.7807  -6.7325  -0.0937  0.109
H  2.8141  3.7803  2.2243  0.109
H  -4.2433  0.5089  -1.7994  0.089
H  -3.6081  3.5058  -4.7702  0.109
H  -5.1398  2.2939  -3.2397  0.105
H  0.2122  5.8767  -0.4485  0.100
H  0.7637  -6.7452  -0.2475  0.107
H  -1.4552  3.8972  -5.6408  0.110
H  1.2940  0.0174  4.3115  0.124
H  -0.1249  0.2781  5.2865  0.128
H  5.8322  1.3372  -2.6492  0.098
H  2.6312  1.7749  0.8297  0.094
H  1.7754  -1.4618  -2.3293  0.099
H  4.0796  -3.3303  0.4337  0.102
H  0.9994  3.5630  -5.5967  0.103
H  -2.6941  0.9630  1.3741  0.051
H  -4.8780  -1.1142  4.8631  0.072
H  1.6836  0.0139  1.7194  0.090

Atoms 1-3, force components in eV/Å:
I -0.07 -0.27 -0.38
V 0.25 0.75 0.35
P -0.02 -0.04 0.12

The orbital gap (alpha / beta) comes out at 4.6 / 7.5 eV. The spin multiplicity is 4. Its total charge is -1.


No. 3
C3H2LuO as an isolated structure in a non-equilibrium geometry. Source: the OMol25 dataset; level of theory: ωB97M-V/def2-TZVPD.

Each line ends with the Löwdin charge.
CARTESIAN COORDINATES (ANGSTROEM)
Lu  1.9250  1.0578  -0.4488  2.050
O  3.3769  -0.1351  0.3355  -0.427
C  -1.7842  0.3559  -0.1619  -0.183
C  -2.8063  -0.2783  0.2106  0.387
C  -0.6009  0.8010  -0.4584  0.030
H  3.6358  -1.0264  0.1068  0.024
H  -3.7464  -0.7748  0.4163  0.120

Atoms 1-3, force components in eV/Å:
Lu 1.51 -1.59 1.40
O -3.12 2.35 -1.75
C 0.73 -0.04 0.14

The orbital gap (alpha / beta) comes out at 6.6 / 9.2 eV. The spin multiplicity is 2. Its total charge is +2.


No. 4
A 2-piece molecular cluster, C6H8OS overall in a non-equilibrium geometry. Source: the OMol25 dataset; level of theory: ωB97M-V/def2-TZVPD.

Each line ends with the Löwdin charge.
CARTESIAN COORDINATES (ANGSTROEM)
S  1.3628  1.3237  -3.0736  0.647
O  1.7121  0.2552  -0.4006  -0.041
C  -0.7139  0.1253  -0.4027  -0.050
C  -0.5779  -0.9164  2.1762  -0.096
C  0.5252  -0.0581  0.2124  -0.330
C  -1.8837  -0.2144  0.2773  -0.099
C  0.5948  -0.5799  1.5044  -0.030
C  -1.8214  -0.7361  1.5683  -0.117
H  2.3424  0.4859  -3.4611  -0.143
H  2.2454  2.2805  -2.7312  -0.143
H  -0.7647  0.5362  -1.4197  0.074
H  1.5801  -0.7160  1.9696  0.119
H  1.5132  0.6107  -1.3007  -0.104
H  -0.5166  -1.3266  3.1929  0.105
H  -2.8547  -0.0670  -0.2136  0.105
H  -2.7431  -1.0030  2.1021  0.100

Atoms 1-3, force components in eV/Å:
S 0.27 0.47 -1.13
O -0.63 -0.15 0.29
C -0.18 0.09 -0.25

The orbital gap comes out at 8.8 eV. Its total charge is 0. Its SMILES is Oc1ccccc1.S.


No. 5
A 12-piece molecular cluster, C66H60F6N6 overall in a non-equilibrium geometry. Source: the OMol25 dataset; level of theory: ωB97M-V/def2-TZVPD.

Each line ends with the Löwdin charge.
CARTESIAN COORDINATES (ANGSTROEM)
F  6.4275  0.1310  -0.5300  0.079
F  -1.5247  1.3419  3.6904  0.034
F  1.2834  1.7315  -4.9147  0.037
F  -0.3642  -7.2974  1.6592  0.030
F  2.0380  7.7682  4.8763  0.004
F  -0.5805  2.2046  1.2849  -0.010
N  1.6103  -2.0066  3.1972  0.059
N  -0.5988  -2.7750  -3.9125  0.068
N  -2.8647  -5.2938  0.9765  0.099
N  -6.4587  0.0539  0.1740  0.063
N  3.8129  3.7266  -2.2604  0.057
N  3.1589  -1.5637  -2.4241  0.080
C  5.1649  -1.8470  -3.6836  -0.080
C  1.5126  -4.4794  -0.6778  -0.090
C  3.2836  -0.2596  -2.7859  -0.156
C  1.3227  4.2670  -1.1471  -0.090
C  3.4683  3.2236  -1.1072  -0.146
C  2.5482  5.9518  3.4931  -0.034
C  4.1482  -2.3004  -2.8860  -0.192
C  2.2116  3.4631  -0.5277  -0.086
C  -2.8749  -3.9713  0.8255  -0.184
C  -5.1298  0.9609  3.2834  -0.075
C  5.7910  0.6059  0.5263  -0.345
C  -3.4544  -3.4018  3.0497  -0.084
C  0.5535  4.4100  4.6269  -0.063
C  -1.9899  2.1844  -3.3748  -0.087
C  -3.5113  -4.7422  3.2741  -0.089
C  1.1811  4.0489  3.4235  -0.096
C  -2.1679  2.3715  -5.8375  -0.067
C  2.3889  -2.6941  5.3919  -0.083
C  -0.9155  1.0965  0.5003  -0.245
C  0.8654  5.6522  5.2005  -0.006
C  1.4006  -5.7843  -1.1555  -0.089
C  -0.6039  2.0079  -3.4878  -0.020
C  -1.5361  -1.0323  -1.1547  -0.086
C  0.7373  -0.9783  5.2207  -0.074
C  -6.2670  1.5699  -1.6900  -0.061
C  1.6299  4.7629  -2.4233  -0.067
C  2.2772  4.7169  2.9548  -0.090
C  -2.2319  0.8998  0.0983  -0.029
C  -4.4833  3.2057  2.8246  -0.096
C  0.3141  -6.3901  0.8789  -0.251
C  6.0714  1.8090  1.0670  -0.032
C  0.8008  -6.7302  -0.3661  -0.029
C  4.2425  1.4352  2.6113  -0.099
C  -6.6280  0.6056  -2.5986  -0.119
C  -0.1830  -1.7283  -4.5873  -0.155
C  -0.2937  -0.9098  -0.5508  -0.054
C  5.2421  2.2408  2.1158  -0.092
C  3.9803  0.1886  2.0437  -0.047
C  -6.3405  1.2667  -0.2918  -0.151
C  -2.7063  2.2658  -4.5265  -0.108
C  -3.0905  -3.0073  1.7615  -0.074
C  -0.8028  2.2582  -5.9342  -0.013
C  0.0257  -3.9412  -4.1093  -0.163
C  1.4876  -2.9452  -5.6745  -0.077
C  -2.8275  1.6127  3.4127  -0.274
C  1.5161  -1.8128  6.0080  -0.071
C  -3.1784  -5.5705  2.2364  -0.184
C  -6.6786  -0.8608  -0.7477  -0.155
C  4.7898  -0.2181  0.9707  0.004
C  0.0887  0.2217  0.1690  -0.011
C  2.8799  4.4673  -2.9059  -0.149
C  0.4502  -5.0774  1.3459  -0.028
C  -3.1613  2.8912  3.0051  -0.041
C  -5.4792  2.2671  3.0094  -0.119
C  -6.7400  -0.6490  -2.1281  -0.086
C  1.8332  6.4165  4.5438  -0.243
C  -2.5326  -0.1593  -0.7692  -0.082
C  5.2893  -0.4882  -3.9648  -0.058
C  0.8338  -1.1248  3.8749  -0.156
C  2.4075  -2.7355  4.0167  -0.159
C  -3.7978  0.6120  3.5675  0.003
C  1.0398  -4.1250  0.5690  -0.095
C  1.0055  -4.0781  -5.0310  -0.088
C  0.9055  -1.7160  -5.4367  -0.056
C  4.2763  0.3822  -3.5077  -0.048
C  -0.0303  2.0083  -4.7514  -0.267
H  1.9765  -3.7426  -1.3372  0.077
H  0.0190  1.8957  -2.6321  0.095
H  0.9225  5.4180  -2.9155  0.105
H  0.6300  -7.7674  -0.6434  0.120
H  2.7799  4.4429  2.0334  0.090
H  1.7477  -5.9915  -2.1409  0.091
H  4.2462  2.6566  -0.5814  0.095
H  -4.7929  4.2493  2.6762  0.118
H  -7.1031  -1.4217  -2.8334  0.118
H  2.4601  0.3607  -2.3989  0.096
H  -6.4769  2.6117  2.8823  0.097
H  4.0407  -3.3220  -2.6127  0.089
H  -3.8247  -2.6472  3.7694  0.102
H  2.2965  -3.0198  -6.3763  0.101
H  -2.8328  2.6397  -6.6206  0.095
H  0.2579  -0.4689  3.1719  0.107
H  6.8556  2.4365  0.7019  0.117
H  3.0812  -3.3459  5.9619  0.116
H  -0.7383  -0.8414  -4.3416  0.094
H  0.3897  4.4866  -0.6570  0.109
H  6.1812  -0.1784  -4.4800  0.100
H  3.2840  4.7940  -3.8880  0.114
H  -3.1091  -1.9087  1.4556  0.116
H  -6.7348  -1.8350  -0.2963  0.101
H  1.2496  -3.1262  0.9140  0.078
H  1.9037  2.9967  0.4278  0.095
H  -6.2017  2.0156  0.4918  0.084
H  5.4549  3.2459  2.5390  0.118
H  0.7984  3.2552  2.7747  0.086
H  0.4534  -1.6233  -0.7588  0.074
H  4.2941  1.4224  -3.7252  0.081
H  -2.5644  -3.6743  -0.1996  0.111
H  -5.8311  0.1327  3.4323  0.112
H  -6.1790  2.5969  -2.0482  0.100
H  -1.5913  -1.8434  -1.8016  0.061
H  -3.0179  1.6152  0.3992  0.118
H  0.0799  -4.8123  2.3051  0.104
H  -0.3050  3.8497  4.9676  0.096
H  4.5972  -1.1421  0.4667  0.110
H  -2.4112  2.4316  -2.3818  0.113
H  0.3756  6.0111  6.1134  0.120
H  -3.5583  -0.4125  3.7785  0.086
H  3.1789  -3.3784  3.5470  0.118
H  5.8706  -2.5500  -4.1725  0.114
H  1.5594  -5.0362  -5.1398  0.116
H  1.5829  -1.6545  7.0946  0.114
H  1.0830  0.2981  0.5437  0.103
H  -2.3529  3.6240  2.8793  0.124
H  -3.5559  -0.2449  -1.1741  0.110
H  -3.0819  -6.6266  2.4607  0.104
H  -3.7891  2.3951  -4.4292  0.097
H  3.2679  -0.4893  2.4315  0.057
H  -0.3906  -4.7660  -3.5245  0.109
H  -3.9532  -5.1640  4.1824  0.113
H  3.3155  6.5857  3.0993  0.119
H  3.6571  1.8179  3.4349  0.096
H  0.0536  -0.2425  5.5821  0.097
H  -0.2737  2.3037  -6.8824  0.114
H  -6.8427  0.8397  -3.6559  0.122
H  1.2998  -0.7624  -5.7667  0.098

Atoms 1-3, force components in eV/Å:
F 1.27 -0.01 -1.13
F -0.41 -0.06 -0.05
F -0.16 0.26 0.17

The orbital gap comes out at 9.3 eV. Its total charge is 0. Its SMILES is Fc1ccccc1.Fc1ccccc1.Fc1ccccc1.Fc1ccccc1.Fc1ccccc1.Fc1ccccc1.c1ccncc1.c1ccncc1.c1ccncc1.c1ccncc1.c1ccncc1.c1ccncc1.


No. 6
C2H7OS2 as an isolated structure in a non-equilibrium geometry. Source: the OMol25 dataset; level of theory: ωB97M-V/def2-TZVPD.

Each line ends with the Löwdin charge.
CARTESIAN COORDINATES (ANGSTROEM)
S  0.9667  1.1469  0.6716  0.495
S  1.1732  3.2944  0.0388  0.255
O  -0.4378  -0.3838  1.1789  -0.304
C  -1.0090  -0.8236  0.0043  -0.430
C  0.0138  -1.6183  -0.7879  -0.132
H  -0.0843  1.6610  1.2902  -0.141
H  -1.3888  -0.0116  -0.6882  0.130
H  0.5088  -2.3932  -0.2121  0.068
H  -1.8947  -1.4493  0.1596  0.120
H  0.8195  -0.9371  -1.2195  0.068
H  1.7369  3.6970  1.2157  -0.207
H  -0.4043  -2.1824  -1.6514  0.078

Atoms 1-3, force components in eV/Å:
S 0.40 2.06 -0.02
S 0.47 -0.89 0.38
O -0.89 0.18 -0.13

The orbital gap (alpha / beta) comes out at 9.9 / 6.9 eV. The spin multiplicity is 2. Its total charge is 0.